# 1
Density functional theory data (ωB97M-V with the def2-TZVPD basis set) for a 12-piece molecular cluster, C4H33N3O11 overall in a non-equilibrium geometry.

The geometry in XYZ format:
```
51
Properties=species:S:1:pos:R:3:forces:R:3
C -2.4936 -1.8328 0.2973 -0.1 1.9 1.2
C -2.0159 -2.9856 1.2433 -2.0 0.4 0.7
C -1.0682 -2.5196 2.3510 -0.1 -0.2 2.3
N 0.5207 0.5433 1.5016 0.1 1.5 -1.5
C 0.0623 -0.3264 2.3049 2.6 -1.6 -2.5
N 0.0647 -1.6745 1.9227 -1.6 -0.4 1.7
N -2.4446 -2.2206 -1.0907 1.5 0.0 0.4
H -3.5491 -1.4888 0.5824 1.2 -0.7 -0.2
H -1.8779 -0.9284 0.6510 -0.5 -1.0 -1.5
H -1.6689 -3.9584 0.8491 0.0 0.8 -0.6
H -3.0208 -3.1937 1.6839 1.1 -0.6 0.4
H -1.5786 -1.9488 3.1592 -0.2 0.0 -0.8
H -0.7622 -3.3932 2.9898 0.3 0.4 -1.0
H 0.7082 0.2497 0.4714 -0.6 -0.1 2.4
H 0.0979 -0.1192 3.3427 -0.9 0.2 1.1
H 0.2069 -1.7977 0.9564 0.3 0.2 -1.3
H -2.7543 -3.1862 -1.0902 -0.1 0.6 -1.4
H -2.4721 -1.5548 -1.8741 -0.7 -0.9 0.8
H 1.8018 -1.5996 -0.3588 0.9 -0.3 -0.5
H 1.6861 -0.6357 -1.6444 0.7 -0.7 -0.4
O 1.3415 -0.8896 -0.7931 -1.3 1.0 0.9
H -1.2977 1.6559 1.7352 0.1 0.2 0.3
H -2.2594 2.3923 0.8774 -0.2 0.3 -0.4
O -2.0234 2.2980 1.8018 0.0 -0.5 0.1
H 0.4397 1.4625 -4.3742 0.1 0.1 0.4
H 1.7995 1.7473 -3.6804 -0.5 0.2 -0.2
O 0.8381 1.8134 -3.5614 0.4 -0.3 0.0
H 3.4246 0.2487 -3.5057 0.0 0.0 0.0
H 2.9561 0.9070 -2.1768 0.0 0.3 0.0
O 3.5795 0.2870 -2.5576 0.1 -0.4 0.0
H 4.2430 2.0588 0.5301 -0.1 0.3 -0.3
H 4.8233 1.7243 1.8790 0.2 0.1 -0.1
O 4.9550 1.5611 0.9401 -0.1 -0.2 0.2
H 1.8030 1.9850 2.4466 -1.1 -0.2 0.0
H 3.0985 1.7080 2.9947 0.0 0.5 0.5
O 2.4157 2.3998 3.0601 0.8 -0.7 -0.3
H 0.5301 2.1306 -1.1276 -1.5 1.4 0.7
H 0.2632 2.4132 0.3099 -0.2 -0.1 1.0
O -0.0540 2.7156 -0.5357 1.1 -1.4 -1.9
H -4.1665 1.4910 2.1275 -1.2 0.5 -0.1
H -3.6872 0.2524 1.9562 -0.9 -0.9 -0.4
O -4.5871 0.6416 1.8781 2.2 0.5 0.6
H -2.1494 -0.4416 -4.4940 0.4 -0.3 0.3
H -1.1642 -0.2557 -3.2385 -0.2 -0.2 -0.6
O -1.8864 0.1240 -3.7605 -0.1 0.4 0.3
H 2.1377 3.0309 0.9298 -0.2 0.2 0.5
H 1.6731 3.8536 -0.2885 -0.2 -0.1 0.1
O 2.4449 3.4909 0.1543 1.0 0.1 -0.5
H 0.6269 -3.4041 -2.8857 0.2 -0.4 -0.3
H -0.1430 -2.3763 -2.1134 0.5 0.2 -0.4
O 0.5823 -2.4549 -2.7761 -1.0 0.0 0.5
```
Positions in Å, forces in eV/Å.

- strongest force on any atom (eV/A) = 3.96
- multiplicity = 1
- SMILES = [H]/N=C\NCCCN.O.O.O.O.O.O.O.O.O.O.O
- ΔE to the lowest compared entry with this formula, charge and spin (kJ/mol) = 190.5
- frontier orbital gap (eV) = 9.363

# 2
Density functional theory data (ωB97M-V with the def2-TZVPD basis set) for a 12-piece molecular cluster, C4H33NO11 overall in a non-equilibrium geometry.

The geometry in XYZ format:
```
49
Properties=species:S:1:pos:R:3:forces:R:3
C 1.6394 -2.1584 -0.1890 -1.6 -1.3 -1.3
N 2.0303 -0.8535 0.1436 0.6 -0.7 1.6
C 4.2880 -0.2631 -0.7072 -0.1 0.4 0.0
C 3.3569 -0.3769 0.4984 0.3 0.3 -0.8
C 4.0076 -1.1246 1.7000 -1.0 -0.1 -0.1
H 0.7796 -2.4587 0.4227 0.3 0.0 0.4
H 2.3221 -2.9932 -0.3195 0.8 0.5 0.5
H 1.1197 -2.1937 -1.1685 0.2 0.6 -0.1
H 1.3092 -0.3350 0.6823 -0.1 0.5 -0.7
H 3.7709 0.4021 -1.3964 0.3 -0.3 -0.5
H 4.6681 -1.1767 -1.1580 -0.5 -0.2 -0.1
H 5.1716 0.2682 -0.3771 0.2 0.2 0.2
H 3.1455 0.6655 0.7342 0.1 0.0 0.5
H 3.3959 -1.9215 2.1259 -0.2 0.0 -0.2
H 4.0803 -0.3739 2.4785 0.7 -0.1 0.2
H 4.9342 -1.5852 1.3753 0.2 0.3 0.2
H -0.3405 4.5457 2.8049 -0.1 0.3 -0.2
H -0.0218 4.7581 1.2642 -0.2 0.5 0.3
O 0.2047 4.2661 2.0647 0.3 -0.7 -0.1
H -0.3868 0.3512 1.4737 -0.1 0.6 0.6
H 0.6033 1.4281 2.0277 -0.3 0.0 0.0
O 0.2580 1.0338 1.2138 0.5 -0.5 -0.3
H -3.2780 0.5685 -2.0749 0.2 0.2 0.3
H -3.5622 0.1522 -0.5986 0.1 0.6 -0.1
O -3.5444 -0.1553 -1.5048 -0.3 -1.2 -0.2
H -2.3612 -3.6289 -1.4950 -0.3 -0.3 0.3
H -3.0111 -2.3661 -1.0600 -0.4 0.2 -0.1
O -2.8928 -3.2782 -0.7601 0.7 0.2 -0.6
H 1.0414 -0.4986 -3.2139 0.0 -0.7 0.0
H 2.1565 0.2562 -3.6661 0.8 -0.2 -0.3
O 1.9733 -0.6664 -3.4342 -0.9 1.0 0.4
H -0.6301 1.7391 -0.6957 0.1 -0.5 -0.6
H -1.8898 2.1502 -0.1645 -0.8 -0.1 -0.3
O -1.5625 1.6748 -0.9459 0.6 0.4 0.9
H -3.3164 -1.7752 1.0430 -0.4 -0.1 0.0
H -2.4989 -2.9436 1.4905 -0.3 0.0 0.0
O -2.9443 -2.1575 1.8440 0.3 -0.1 -0.3
H -1.9621 1.6311 2.6487 -0.3 -0.2 0.2
H -1.4864 2.8104 1.8466 -0.1 0.3 0.3
O -2.2763 2.4745 2.2968 0.4 -0.1 -0.5
H -1.9596 -0.9150 2.4118 -0.4 -0.5 0.2
H -1.6708 -0.6943 3.8947 0.0 0.0 0.1
O -1.4419 -0.3630 3.0223 0.6 0.6 -0.1
H -0.8834 -2.4348 -4.1805 0.0 -0.2 -0.2
H 0.3729 -3.1120 -3.6335 0.0 -0.1 -0.3
O -0.4009 -3.2718 -4.1874 -0.1 0.2 0.4
H 0.6075 4.5165 -1.2423 -0.2 0.2 0.0
H -0.0395 3.6250 -0.2111 0.0 -0.1 0.0
O -0.2010 4.4251 -0.7211 0.4 0.0 0.0
```
Positions in Å, forces in eV/Å.

- strongest force on any atom (eV/A) = 2.37
- multiplicity = 2
- expectation value of S² = 0.7544
- frontier orbital gap (spin up / spin down) (eV) = 10.729 / 6.909
- net charge = +1

# 3
Density functional theory data (ωB97M-V with the def2-TZVPD basis set) for a 12-piece molecular cluster, C4H33NO13 overall in a non-equilibrium geometry.

The geometry in XYZ format:
```
51
Properties=species:S:1:pos:R:3:forces:R:3
C -0.3586 -0.8933 0.8746 0.0 -0.4 0.4
C -0.0601 -1.5187 -0.4969 -2.1 -0.7 0.4
C 0.9831 -2.6085 -0.4253 0.5 0.4 -0.6
O -1.3199 -2.1920 -0.9068 0.8 0.6 -0.2
N 0.2933 0.3913 0.9884 0.8 -0.2 0.7
C -0.1348 1.2996 2.0655 -0.3 0.3 -2.6
O -1.1823 2.1248 1.5814 -1.1 0.2 0.5
H -0.0059 -1.6701 1.5653 0.2 0.7 0.3
H -1.4288 -0.8109 1.1421 0.1 -0.2 -0.7
H 0.1207 -0.7250 -1.2238 0.4 -0.1 -0.1
H 0.5808 -3.4579 0.1265 0.2 0.2 0.4
H 1.9128 -2.2056 -0.0141 -0.1 -0.2 0.4
H 1.2552 -2.9998 -1.4056 -0.2 0.1 -0.2
H -1.6243 -1.6298 -1.6221 -0.5 -0.2 -0.2
H 0.1742 0.8776 0.1079 0.2 0.2 0.1
H -0.6013 0.7513 2.8755 0.6 -0.1 0.5
H 0.7255 1.9436 2.2378 0.0 -0.1 0.9
H -0.9183 2.7626 0.8936 0.8 -0.2 0.3
H 2.3004 1.1910 -4.1576 0.4 0.1 -0.9
H 1.0519 0.5956 -3.5594 -0.4 0.1 0.1
O 1.9145 0.9673 -3.3220 -0.3 -0.5 0.1
H 2.6706 2.9278 -1.4789 -0.3 -0.1 -1.0
H 1.9271 2.9018 -2.9007 0.2 -0.3 1.0
O 1.9480 3.3055 -2.0149 0.0 0.8 0.6
H 0.6635 3.7690 -0.7800 -0.5 -0.1 0.0
H -0.2247 4.8422 -0.0557 0.1 -0.6 -0.1
O -0.1199 3.8817 -0.1848 0.3 0.7 -0.4
H -3.3932 0.6211 0.4319 0.3 0.1 0.3
H -3.0203 2.0381 1.0088 0.2 -0.8 -0.1
O -3.6095 1.5550 0.4039 -0.9 0.4 -0.1
H -2.0305 -4.6947 0.4149 -0.1 -0.1 0.0
H -2.6982 -3.3447 0.4005 0.1 -0.1 0.0
O -2.7331 -4.2029 0.8559 0.0 0.1 -0.2
H 2.7564 -0.2321 2.5136 0.7 -0.5 0.0
H 3.7061 -1.4247 2.9064 -0.3 0.1 0.1
O 3.6566 -0.6013 2.4116 -0.5 0.4 -0.2
H -1.4831 1.4443 -3.2017 -0.2 -0.4 0.1
H -1.4334 0.8320 -4.6182 0.2 -0.1 0.5
O -1.0373 0.7513 -3.7343 0.1 0.1 -0.6
H 3.7541 0.5144 -2.4999 -0.5 -0.1 0.5
H 3.7048 0.7035 -0.9273 -0.3 -0.4 -0.2
O 4.1942 0.8873 -1.7320 0.9 0.6 0.1
H 0.8628 -1.3267 3.5029 0.0 0.4 0.2
H 0.5450 -2.7303 3.7349 -0.3 -0.3 0.2
O 0.7429 -1.9343 4.2408 0.4 0.1 -0.3
H -1.6766 -2.8636 3.7195 -0.1 0.1 0.4
H -1.9825 -3.5740 2.3720 0.4 0.4 0.1
O -1.3681 -2.9454 2.8192 -0.4 -0.7 -0.3
H -3.3751 1.8876 -1.5085 0.2 0.1 0.5
H -2.0526 2.7136 -1.4301 -0.6 -0.5 -0.2
O -2.5718 2.1052 -1.9948 0.8 0.8 -0.4
```
Positions in Å, forces in eV/Å.

- strongest force on any atom (eV/A) = 2.64
- multiplicity = 1
- SMILES = C[C@@H](O)CNCO.O.O.O.O.O.O.O.O.O.O.O
- ΔE to the lowest compared entry with this formula, charge and spin (kJ/mol) = 97.1
- frontier orbital gap (eV) = 9.202

# 4
Density functional theory data (ωB97M-V with the def2-TZVPD basis set) for a 13-piece molecular cluster, C4H34N2O12 overall in a non-equilibrium geometry.

The geometry in XYZ format:
```
52
Properties=species:S:1:pos:R:3:forces:R:3
C 0.0473 -0.8915 -2.3969 1.1 0.3 -0.4
C -1.3988 -0.8115 -1.9551 0.2 0.0 0.5
C -1.5436 -0.3276 -0.5058 0.0 0.0 0.4
N -1.5875 -3.2220 0.1394 0.1 -0.1 0.2
C -0.7165 -2.3054 0.6611 -0.9 -0.2 -0.4
N -0.6940 -1.0524 0.4433 0.6 -0.1 0.3
H 0.6091 -1.7199 -1.9683 -0.4 -0.4 -0.1
H 0.1584 -0.9000 -3.4850 -0.2 -0.4 0.0
H 0.6962 -0.0735 -2.0680 -0.6 0.4 0.2
H -1.9908 -0.2192 -2.6532 0.1 0.4 0.1
H -1.8632 -1.7946 -2.0197 0.1 -0.2 -0.1
H -2.6028 -0.2843 -0.2426 -0.2 -0.5 0.3
H -1.2116 0.6869 -0.2936 0.0 0.3 -1.0
H -1.7361 -4.0630 0.6755 0.1 0.0 -0.2
H -2.3674 -2.9014 -0.4053 -0.1 0.0 0.1
H 0.0285 -2.7661 1.3019 0.1 0.2 0.1
H -3.7415 1.0213 2.9185 -0.4 0.0 -0.3
H -2.7073 0.0467 2.5825 -0.3 -0.4 -0.4
O -3.4677 0.4802 2.1618 0.6 0.5 0.7
H 1.3099 3.0234 0.6884 -0.3 -0.1 0.0
H 0.2114 2.1302 1.1975 0.0 0.1 0.0
O 1.1545 2.2982 1.3088 0.4 0.5 0.0
H 2.2096 1.9078 -3.5080 0.1 0.1 0.0
H 2.1033 0.5152 -4.0947 0.1 0.0 0.0
O 2.7055 1.2638 -4.0226 -0.1 0.0 0.0
H -3.5036 1.0108 -2.6943 0.3 0.3 0.0
H -3.0550 2.4873 -2.3534 0.3 -0.3 -0.4
O -3.7668 1.8475 -2.2998 -0.6 0.1 0.4
H 2.9025 -3.7773 0.4723 -0.3 0.0 0.1
H 2.2487 -3.9414 1.8384 0.1 -0.1 0.0
O 2.2848 -4.3491 0.9674 0.1 0.1 0.0
H 1.0812 -0.4279 0.3836 -0.1 0.1 -0.3
H 2.2669 0.5508 0.6755 -0.1 0.1 -0.1
O 1.9087 -0.0503 0.0127 0.3 -0.4 0.0
H 3.9304 -2.2785 -1.2159 0.1 -0.4 0.1
H 3.3602 -1.2787 -0.2698 -0.5 -0.4 0.6
O 3.7025 -2.1977 -0.2808 0.3 0.6 -0.7
H 3.5953 2.1953 0.4691 0.0 0.0 -0.4
H 4.3810 1.1045 -0.3617 -0.3 0.4 0.1
O 4.2368 1.4826 0.5152 0.4 -0.3 0.4
H -0.5947 -1.3106 4.1311 -0.4 -0.2 0.6
H -1.1296 -0.4866 3.1053 -0.2 0.0 0.0
O -1.4719 -1.0915 3.7838 0.8 0.1 -0.5
H 0.3399 2.8440 -1.6303 -0.2 -0.1 0.0
H -0.9372 3.1851 -0.7899 0.6 -0.1 0.2
O -0.0070 3.4288 -0.9515 -0.1 0.3 -0.4
H 1.0992 1.5129 4.0204 0.2 0.0 -0.3
H 0.8409 0.6036 2.7740 0.4 0.5 0.2
O 0.4189 1.0799 3.5005 -0.6 -0.7 0.2
H -2.5206 2.0700 1.1521 -0.1 -0.2 0.0
H -2.9902 2.9498 0.0081 -0.1 -0.1 0.2
O -2.2263 2.7952 0.5781 -0.3 0.1 -0.1
```
Positions in Å, forces in eV/Å.

- strongest force on any atom (eV/A) = 1.20
- multiplicity = 1
- ΔE to the lowest compared entry with this formula, charge and spin (kJ/mol) = 205.1
- frontier orbital gap (eV) = 9.620

# 5
Density functional theory data (ωB97M-V with the def2-TZVPD basis set) for a 13-piece molecular cluster, C4H34N2O14 overall in a non-equilibrium geometry.

The geometry in XYZ format:
```
54
Properties=species:S:1:pos:R:3:forces:R:3
C -1.6215 0.8089 1.1498 0.4 -1.5 1.5
C -1.6042 -0.2945 2.2554 2.0 -0.4 -1.3
C -2.9001 -1.0566 2.2034 -0.7 0.1 1.1
O -0.4875 -1.1350 1.8419 -1.0 -0.4 0.2
N -0.2911 1.3691 1.0555 -1.6 -0.5 0.0
C 0.3397 1.4902 -0.1278 1.6 2.1 0.4
N 1.5683 2.1641 -0.0375 -0.9 -0.5 0.0
O -0.1645 1.2573 -1.2181 -0.7 -0.9 0.0
H -1.8584 0.1288 0.3288 0.0 0.9 -0.7
H -2.3876 1.5552 1.3624 -0.1 0.1 -0.3
H -1.1618 0.0002 3.2132 -1.2 0.6 0.3
H -3.1133 -1.6773 3.0725 0.3 0.0 0.2
H -3.7348 -0.3518 2.1554 0.0 -0.1 -0.2
H -2.9542 -1.7522 1.3670 0.1 0.3 -0.3
H -0.7879 -1.9061 1.3145 0.3 0.2 0.4
H 0.1714 1.4589 1.9447 0.6 0.4 -0.3
H 1.8620 2.4568 -0.9587 0.4 -0.3 0.0
H 2.2523 1.6995 0.5433 0.3 0.1 -0.1
H -4.2872 1.1705 -0.2152 0.1 0.0 0.0
H -4.9712 0.3051 -1.2706 0.0 0.0 0.0
O -5.1333 1.0162 -0.6429 -0.1 -0.1 0.0
H 2.0088 -1.5309 -2.5080 -0.4 -0.1 0.4
H 2.9557 -1.0417 -3.5625 0.1 0.1 0.0
O 2.6893 -0.8677 -2.6527 0.2 -0.1 -0.3
H 4.0945 2.1466 3.1125 -0.7 0.2 0.0
H 4.6986 0.8971 2.6863 -0.3 -0.5 -0.5
O 3.8196 1.2987 2.7375 0.8 0.4 0.5
H 3.1853 1.8446 -4.0564 0.6 -0.3 -0.1
H 2.1671 1.2420 -3.0644 0.1 -0.4 0.1
O 2.3504 1.9946 -3.6307 -0.6 0.6 0.1
H 1.2022 3.8806 2.4948 -0.4 0.3 -1.0
H -0.1069 3.3123 3.2217 -0.1 0.5 -0.6
O 0.8385 3.4537 3.2559 0.4 -0.8 1.5
H 4.6958 0.2208 -1.0247 0.0 -0.1 -0.3
H 3.5676 -0.0554 -0.0496 -0.2 -0.1 0.2
O 4.3446 0.4979 -0.1802 0.2 0.2 0.2
H -0.8210 -1.7185 -1.7594 0.7 -0.3 0.2
H 0.1301 -0.6722 -1.2058 0.2 0.2 0.2
O 0.0386 -1.6368 -1.2587 -0.7 0.2 -0.8
H -0.1937 -3.0050 -0.2269 0.7 -0.1 0.9
H 0.6276 -3.4842 1.0342 0.5 0.1 0.0
O -0.2476 -3.4606 0.6560 -1.0 -0.4 -0.9
H 2.1973 -0.0548 2.2185 1.0 0.2 -0.1
H 1.1657 -0.7787 1.5081 0.2 -0.3 -0.7
O 2.1129 -0.5378 1.3838 -0.9 0.0 0.7
H -1.0853 3.1442 -3.6144 -0.2 -0.1 -0.1
H -0.8746 2.8411 -2.1083 0.0 -0.3 -0.3
O -0.5179 3.3168 -2.8653 0.1 0.7 0.0
H -2.3218 -3.2634 -2.3670 0.0 -0.5 -0.5
H -1.9879 -2.1640 -3.5522 -0.2 -0.7 -0.2
O -2.1156 -2.3576 -2.6235 -0.1 1.2 0.4
H -2.6342 -3.3366 -0.3212 -0.4 0.2 -0.2
H -2.0302 -4.6474 -0.2355 0.0 -0.4 -0.3
O -2.6886 -4.1850 -0.7789 0.4 0.1 0.6
```
Positions in Å, forces in eV/Å.

- strongest force on any atom (eV/A) = 2.68
- multiplicity = 1
- ΔE to the lowest compared entry with this formula, charge and spin (kJ/mol) = 211.3
- frontier orbital gap (eV) = 9.777

strongest force on any atom of number 5 (C4H34N2O14)?
2.68 eV/A

The highest multiplicity belongs to which entry?
C4H33NO11